1.
DFT (wB97M-V/def2-TZVPD) results for C2H4ClOP in the gas phase at a distorted geometry.

Orbital gap   7.874 eV
E_HOMO   -9.0 eV
SMILES   CO/P=C/Cl
Energy above the lowest of the compared OMol25 structures with the same formula, charge and spin   113.0 kcal per mole

Geometry (Å):
C: 1.83171 0.40881 -0.04839
O: 0.84559 1.23473 0.31312
P: -1.11327 0.66899 0.22158
C: -2.17806 -0.76781 0.01235
Cl: -3.79115 -0.36497 0.02695
H: 2.44690 0.69839 -0.92666
H: 1.32656 -0.56308 -0.40893
H: 2.57618 0.42725 0.67754
H: -1.94445 -1.74230 0.13243

2.
DFT (wB97M-V/def2-TZVPD) results for 9 unconnected molecules or ions with the total composition C29H58NO25S3 at a distorted geometry.

Orbital gap   10.437 eV
E_HOMO   -12.1 eV
Energy above the lowest of the compared OMol25 structures with the same formula, charge and spin   23.6 kcal per mole
Net charge   +1

Geometry (Å):
C: -3.10157 0.08060 -1.29754
N: -2.39824 -0.42144 -0.02237
C: -2.25649 0.70874 0.89620
C: -3.23286 -1.44832 0.66545
C: -1.00418 -0.81103 -0.44881
C: -0.12947 -1.20076 0.70227
O: 0.97983 -1.89491 0.39739
H: -3.06721 -0.65783 -2.00382
H: -2.73693 1.12104 -1.53633
H: -4.14460 0.15985 -1.29505
H: -3.24485 1.17549 1.09959
H: -1.81289 1.65283 0.29027
H: -1.64064 0.33516 1.91293
H: -2.74551 -1.92439 1.40335
H: -3.36423 -2.42485 0.05795
H: -4.11172 -1.25218 0.91499
H: -0.45963 -0.05519 -0.97419
H: -1.16360 -1.59661 -1.14586
H: -0.72691 -1.87694 1.34044
H: 0.02772 -0.30122 1.17849
H: 1.69734 -1.88258 1.19545
O: -0.82296 2.88074 -1.68393
S: -0.10968 3.94638 -2.17356
O: -0.68206 5.20474 -2.15371
O: 1.18040 4.21129 -1.22734
C: 0.93739 4.71904 0.13384
C: 2.13926 4.68583 0.88786
C: 0.58012 3.62685 -3.71092
H: 0.23772 4.12262 1.01465
H: 0.53194 5.75032 0.09538
H: 2.12430 5.54096 1.59088
H: 2.69682 4.92863 0.08341
H: 2.08550 3.79589 1.42458
H: -0.27892 3.71138 -4.23010
H: 1.23595 2.56140 -3.82510
H: 1.31675 4.59072 -3.87862
O: 4.96940 -2.55330 3.22773
S: 3.55455 -2.66137 3.48337
O: 2.61427 -2.09297 2.56686
O: 3.43663 -4.37157 3.49363
C: 3.56024 -5.01986 2.20889
C: 3.14325 -6.47914 2.33155
C: 3.13671 -2.20454 4.97756
H: 4.56666 -4.81914 1.75038
H: 2.91729 -4.60663 1.39162
H: 3.76490 -6.89212 3.21281
H: 3.23139 -6.88250 1.27523
H: 2.08952 -6.73448 2.90947
H: 2.16906 -2.34122 5.26769
H: 3.35392 -1.05107 5.21461
H: 3.79536 -2.69458 5.79955
O: 6.80677 1.80560 2.45358
S: 6.94885 0.78407 1.46452
O: 7.31060 -0.57536 1.88088
O: 5.59963 0.64046 0.62065
C: 4.37698 0.87759 1.23085
C: 3.24434 0.64759 0.19558
C: 8.04465 1.36991 0.29160
H: 4.45469 2.07076 1.38858
H: 3.99474 0.55491 2.14551
H: 2.84966 -0.41100 0.06298
H: 3.35121 1.17714 -0.68611
H: 2.41284 1.30260 0.48163
H: 9.05828 1.30595 0.82967
H: 7.72975 2.36485 0.05413
H: 7.88632 0.65486 -0.65288
C: 1.61641 1.46409 5.72583
C: 0.24174 1.94462 6.02771
O: -0.58447 0.96868 5.36247
C: 0.15410 0.12456 4.59543
O: -0.24404 -0.79103 4.03277
O: 1.36261 0.44978 4.73046
H: 2.32473 1.14087 6.45821
H: 2.16473 2.12905 5.20563
H: -0.02423 2.93364 5.51449
H: 0.09053 2.07981 6.99036
C: -7.24409 0.80667 -4.62808
C: -6.59641 1.27479 -3.20864
O: -6.29160 -0.03576 -2.61078
C: -6.32412 -1.00747 -3.52879
O: -5.95113 -2.13100 -3.44013
O: -6.82867 -0.56973 -4.64600
H: -6.75022 1.33660 -5.60052
H: -8.33852 1.04424 -4.58368
H: -7.20657 1.80357 -2.49192
H: -5.67540 2.00043 -3.19319
C: 1.20702 -2.14690 -3.36852
C: 2.13792 -1.05327 -3.17952
O: 1.29841 0.06187 -3.47553
C: 0.10354 -0.34604 -3.76957
O: -0.78017 0.56577 -3.87662
O: 0.01848 -1.59434 -3.94012
H: 0.91106 -2.51738 -2.31179
H: 1.71463 -2.96492 -4.12352
H: 2.78631 -1.08342 -4.08295
H: 2.77664 -1.01661 -2.42199
C: -4.67229 5.67561 0.73055
C: -4.17142 5.05226 -0.54703
O: -3.28607 4.02549 -0.07141
C: -3.08689 4.14047 1.19953
O: -2.18991 3.43161 1.78420
O: -3.95631 5.08711 1.75421
H: -5.66510 5.24396 0.80208
H: -4.75668 6.71460 0.66487
H: -3.71562 5.68131 -1.25568
H: -4.94716 4.61149 -1.02953
C: -1.90900 -6.46216 -4.19299
C: -1.73969 -6.61433 -2.60142
O: -2.47369 -5.55596 -2.03991
C: -2.55124 -4.51530 -2.96107
O: -2.82308 -3.40493 -2.64242
O: -2.23543 -4.98488 -4.20402
H: -2.65260 -7.02352 -4.64426
H: -1.09423 -6.74594 -4.79584
H: -0.74345 -6.57261 -2.22396
H: -2.30775 -7.58315 -2.43757